The following is a DFT calculation (ωB97M-V with the def2-TZVPD basis set) of a 13-piece molecular cluster, C55H91N5O29 overall at a distorted geometry.

CARTESIAN COORDINATES (ANGSTROEM)
C -37.311370 -8.142280 -20.871190
O -36.531640 -8.121150 -19.703750
C -35.493990 -7.149850 -19.789180
C -34.873980 -7.137910 -18.397380
O -33.682880 -6.414160 -18.365160
C -33.384770 -5.832320 -17.094420
H -37.194990 -7.301300 -21.554790
H -38.352060 -8.122470 -20.547670
H -37.122660 -9.090200 -21.375120
H -35.874450 -6.143950 -19.966640
H -34.770940 -7.419900 -20.558840
H -34.738800 -8.179960 -18.107620
H -35.637930 -6.823780 -17.686160
H -33.331360 -6.711140 -16.451840
H -34.160450 -5.202370 -16.659020
H -32.413360 -5.344340 -17.014670
C -30.658590 -6.546340 -10.627610
O -31.294750 -6.462240 -9.358410
C -30.910390 -5.676230 -8.152400
C -31.056600 -4.074360 -8.247970
O -30.268760 -3.577950 -9.315410
C -30.442250 -2.167490 -9.605370
H -31.421220 -6.858310 -11.341180
H -29.754250 -7.142000 -10.503340
H -30.348540 -5.540150 -10.909680
H -29.838490 -5.795470 -7.994550
H -31.333860 -6.153050 -7.268430
H -30.760860 -3.703090 -7.266750
H -32.022200 -3.573700 -8.319160
H -29.759870 -1.823310 -10.382540
H -30.257060 -1.601960 -8.692140
H -31.464380 -2.040790 -9.962160
C -28.247000 7.629080 -16.769850
O -29.244990 6.807330 -17.299130
C -30.447950 6.795540 -16.536310
C -31.468400 5.771180 -16.957180
O -32.373730 6.131830 -17.919940
C -31.838610 5.885850 -19.229100
H -28.032680 7.300080 -15.753020
H -28.745720 8.591800 -16.657830
H -27.241310 7.629190 -17.190190
H -30.774560 7.835070 -16.564770
H -30.250560 6.642720 -15.475290
H -32.054680 5.608720 -16.052770
H -31.129090 4.751640 -17.140250
H -31.751760 4.817020 -19.424450
H -30.883470 6.394010 -19.361630
H -32.467550 6.381620 -19.968520
C -37.296170 5.108400 -14.122410
O -36.849380 3.821720 -13.905420
C -37.609920 2.688660 -14.389460
C -39.002960 2.567180 -13.876560
O -39.776900 3.690590 -14.373790
C -41.175250 3.666170 -14.018170
H -36.536030 5.771090 -13.708730
H -38.277480 5.251140 -13.669940
H -37.423090 5.302270 -15.187500
H -37.009190 1.824530 -14.105710
H -37.589020 2.631640 -15.477770
H -39.069850 2.520700 -12.789610
H -39.380200 1.641750 -14.311720
H -41.542540 2.660370 -14.222020
H -41.529400 4.164690 -14.920470
H -41.696040 4.046210 -13.139280
C -27.997890 4.906670 -6.911020
O -27.658270 5.829690 -7.668730
N -29.201060 4.391670 -6.803420
C -29.485000 3.373000 -5.826400
C -30.287680 4.645240 -7.766710
H -27.478810 4.637650 -5.978090
H -30.378410 3.744370 -5.324400
H -28.863970 3.242110 -4.940230
H -29.685760 2.401670 -6.278390
H -31.143740 4.823050 -7.115850
H -30.052950 5.624880 -8.183010
H -30.521610 3.836900 -8.459500
C -23.635590 -2.960940 -19.538240
O -23.449330 -2.836340 -18.367640
N -24.604180 -2.209590 -20.111610
C -24.925990 -2.209820 -21.546000
C -25.413770 -1.227110 -19.344940
H -23.012170 -3.664650 -20.111240
H -24.407600 -2.995340 -22.095840
H -24.728360 -1.292980 -22.101380
H -25.975380 -2.463320 -21.696340
H -25.062320 -0.210380 -19.520570
H -26.485540 -1.224470 -19.543450
H -25.438980 -1.313240 -18.258640
C -23.666120 -5.362530 -10.833140
O -23.177500 -5.172190 -11.979300
N -24.783750 -4.859920 -10.238060
C -25.551310 -3.801510 -10.798240
C -25.062270 -5.134640 -8.855430
H -23.085650 -6.076560 -10.228650
H -26.535530 -4.143660 -11.118150
H -25.143980 -3.494410 -11.761500
H -25.727670 -2.969700 -10.116270
H -24.681450 -4.374750 -8.173060
H -26.025920 -5.622740 -8.709650
H -24.465290 -5.962950 -8.473820
C -36.560440 -0.070560 -10.190020
O -36.911030 1.091160 -9.929170
N -37.304590 -1.149750 -9.901730
C -36.749410 -2.530680 -9.987630
C -38.672900 -1.080150 -9.439890
H -35.641980 -0.324110 -10.741690
H -35.819160 -2.482640 -10.553690
H -37.191920 -3.366010 -10.530310
H -36.490870 -2.798820 -8.963240
H -38.933790 -1.521840 -8.478150
H -39.000570 -0.078690 -9.160940
H -39.368280 -1.555450 -10.131730
C -35.460320 2.096690 -19.838750
O -36.302530 2.093380 -20.749540
N -34.552210 1.224870 -19.576470
C -33.694540 1.244310 -18.401880
C -34.514920 -0.061870 -20.370530
H -35.465120 3.066500 -19.317540
H -33.848500 0.400450 -17.729360
H -34.000440 2.187940 -17.950100
H -32.633210 1.338790 -18.631550
H -33.672020 -0.593900 -19.929420
H -35.326320 -0.740330 -20.107030
H -34.313710 0.123880 -21.425560
C -30.145220 0.086010 -14.136050
C -28.850950 0.400940 -14.028190
C -28.415960 1.616310 -13.274810
O -27.244850 1.832880 -13.004710
C -29.484270 2.565890 -12.928920
C -30.809620 2.219780 -12.959960
C -31.212120 0.819110 -13.476480
O -32.377660 0.305960 -13.530980
O -31.803310 3.112430 -12.668000
O -27.867910 -0.411820 -14.522030
H -30.287910 -0.889430 -14.577130
H -29.132380 3.526160 -12.581830
H -32.673570 2.732310 -12.808590
H -27.004230 0.001800 -14.454290
C -19.411920 1.592270 -15.465380
C -20.597000 0.966670 -15.715860
C -21.704820 0.844860 -14.777910
O -22.809020 0.233400 -14.967230
C -21.368280 1.561800 -13.475100
C -20.238130 2.382680 -13.327830
C -19.132290 2.420300 -14.288570
O -18.117430 3.087780 -14.176880
O -20.079420 3.202040 -12.230790
O -20.726670 0.358970 -16.914740
H -18.692840 1.692620 -16.264930
H -22.253270 1.629420 -12.859790
H -19.189130 3.559770 -12.262580
H -21.481940 -0.233520 -16.904190
C -31.703890 10.743210 -8.274850
C -30.833960 9.945910 -8.936270
C -31.091210 9.376610 -10.267680
O -30.431250 8.493240 -10.824450
C -32.317770 9.960080 -10.912960
C -33.175070 10.753820 -10.353060
C -32.965400 11.300310 -8.971410
O -33.767360 12.014940 -8.357680
O -34.301770 11.120470 -11.055830
O -29.809170 9.459260 -8.228780
H -31.504360 10.832130 -7.217180
H -32.533140 9.538630 -11.883730
H -34.871090 11.761130 -10.623360
H -29.277380 8.741660 -8.580730
C -23.643080 1.315560 -6.173670
C -24.419400 1.415940 -7.263600
C -25.476650 0.463400 -7.715190
O -26.351310 0.626970 -8.561790
C -25.468290 -0.778800 -6.848300
C -24.664380 -0.882630 -5.751560
C -23.677310 0.169950 -5.337070
O -22.940110 0.123070 -4.325990
O -24.875060 -1.812450 -4.799290
O -24.216260 2.440560 -8.108060
H -22.856190 2.039810 -6.023100
H -26.264000 -1.506100 -6.913740
H -24.182400 -1.803120 -4.134670
H -24.680850 2.222010 -8.919230

Atomic forces in eV per Å
C -0.9 -0.7 0.2
O 0.6 1.1 -0.2
C 0.1 -0.2 1.1
C -0.4 -0.9 0.0
O 0.4 1.6 -0.2
C -0.2 -1.8 0.5
H 0.4 0.1 0.1
H -0.2 -0.1 -0.1
H -0.1 0.1 -0.4
H -0.2 0.1 -0.4
H 0.2 0.0 -0.1
H 0.5 -0.3 0.0
H 0.0 0.7 0.1
H 0.2 0.1 0.7
H -0.2 0.3 -0.5
H -0.1 0.0 -0.8
C 0.6 1.8 1.4
O -1.5 0.4 2.3
C 1.0 1.0 -2.9
C -0.3 -0.8 0.0
O 0.8 0.2 -0.3
C -0.4 -1.3 0.7
H 0.3 -0.5 0.2
H -0.1 -0.5 -0.6
H 0.2 0.1 -0.3
H 0.3 0.0 -0.2
H -0.7 0.3 -0.4
H 0.8 0.0 0.3
H -0.8 -0.9 -0.4
H 0.1 -0.5 0.1
H -0.1 0.3 0.0
H -0.1 0.3 0.1
C -0.9 0.2 1.9
O 0.3 -1.7 -1.2
C 1.4 0.7 -0.1
C -0.5 -0.4 1.6
O -0.3 0.3 -2.0
C -0.2 1.0 0.1
H -0.1 -0.1 0.5
H 0.8 0.8 -0.2
H -0.6 0.0 -1.1
H -1.0 0.0 -0.2
H 0.5 -0.4 0.2
H -0.3 0.2 0.2
H 1.0 0.0 -0.2
H 0.0 -0.1 0.0
H 0.4 -0.3 0.3
H -0.4 -0.4 0.2
C -0.8 0.5 -0.4
O 0.4 -2.4 0.2
C 1.3 1.1 0.2
C -0.8 0.9 -0.3
O 0.0 -0.6 1.7
C 0.0 -0.9 -3.2
H -0.2 0.1 0.0
H 0.1 0.4 0.2
H 0.1 0.2 -0.3
H -0.1 -0.1 0.4
H -0.3 0.5 -0.3
H 0.2 0.0 0.1
H -0.4 -0.2 0.1
H 0.0 -0.4 0.5
H -0.8 0.6 0.4
H 1.2 0.3 0.6
C 0.9 3.2 0.3
O -0.2 -1.7 0.6
N -1.1 -1.8 -1.0
C -1.4 0.1 0.8
C 0.3 1.1 1.6
H 1.1 -0.2 -0.4
H -0.6 -0.5 -0.1
H 1.0 0.3 -0.7
H 0.0 0.0 0.0
H -0.4 -0.2 -0.3
H 0.0 -0.4 -0.7
H 0.4 0.1 -0.1
C -0.6 0.7 -0.3
O 1.0 -0.3 2.4
N -1.5 0.8 -1.7
C -0.1 -0.9 0.0
C 0.3 0.2 0.5
H -0.5 0.2 -0.7
H 0.4 -0.1 0.4
H 0.1 0.3 0.5
H -0.2 0.2 0.2
H 0.1 0.0 -0.3
H 0.1 -0.5 -0.9
H 0.8 -0.7 -0.1
C 1.9 -0.2 -2.6
O -2.1 0.3 2.7
N 1.0 -0.2 0.1
C -1.0 0.3 -1.6
C 1.1 -1.8 0.6
H -0.5 0.1 0.5
H -0.3 -0.3 0.4
H 0.6 0.3 0.3
H 0.4 0.0 0.0
H -1.1 0.7 0.0
H -0.6 1.2 0.1
H 0.6 -0.3 -0.6
C -1.0 2.1 0.2
O 0.8 -1.7 -0.5
N -0.9 -2.4 -0.2
C 1.6 1.2 0.2
C -1.0 0.6 0.8
H 0.1 0.1 0.2
H 0.4 0.4 0.3
H -1.4 0.6 0.2
H -0.1 -0.5 -0.1
H 1.0 -0.9 0.2
H 0.4 0.4 -1.0
H 0.1 0.3 -0.3
C -3.2 3.7 -2.0
O 0.9 -1.2 0.6
N 2.1 -4.4 -0.3
C -0.6 1.5 -0.1
C 0.9 0.7 1.5
H 0.6 -0.4 1.0
H -0.2 0.0 -0.1
H 0.3 -0.1 0.8
H 0.0 -0.2 -0.3
H 0.4 0.1 -0.4
H -0.6 0.5 -0.6
H -0.5 -0.1 0.1
C 1.0 -0.8 0.3
C 1.5 -0.4 -0.1
C 0.1 0.8 0.1
O -0.6 -0.5 -0.4
C -1.4 -0.5 0.4
C -0.2 0.3 -0.3
C -2.5 -1.4 -1.3
O 3.2 2.7 1.0
O 1.5 -0.6 0.0
O -1.6 0.4 0.2
H -0.8 0.0 -0.1
H -0.2 0.1 0.1
H -0.3 -0.5 -0.1
H 0.3 0.4 0.3
C -0.7 0.3 -0.4
C 1.7 -0.6 -1.9
C -2.5 -0.6 2.5
O 4.2 2.2 0.2
C 0.8 1.4 -1.2
C -2.5 -0.5 2.4
C 0.1 -0.9 -1.7
O -0.8 -0.2 0.6
O -0.9 -1.3 -1.1
O 0.3 0.3 0.3
H 0.1 -0.4 -0.1
H 0.3 0.1 0.6
H 0.5 0.2 -0.2
H -0.6 -0.2 0.1
C -0.8 0.1 -1.7
C 0.2 -0.8 1.3
C -0.8 0.0 -2.0
O -0.8 1.5 1.5
C 2.1 -2.5 -1.2
C -2.6 2.5 0.5
C 0.5 -0.1 2.7
O 1.2 -1.2 -1.8
O 1.0 -0.6 0.1
O 0.4 0.5 0.9
H -0.3 0.6 0.0
H 0.0 0.1 -0.2
H 0.2 0.1 0.7
H -0.2 -0.2 -0.9
C -0.1 0.4 -1.0
C 0.5 1.4 -1.3
C -1.4 -2.9 1.6
O 1.9 0.7 0.7
C 0.6 0.6 0.7
C -0.7 -0.1 0.7
C 1.5 0.6 1.7
O -1.9 -1.1 -1.8
O -0.5 -0.4 -1.1
O 0.1 -0.1 0.3
H -0.1 0.1 0.1
H -0.1 0.0 -0.4
H 0.5 0.4 0.2
H -0.5 0.3 -0.5

Properties
2S+1	1
gap between HOMO and LUMO	7.317	eV
HOMO energy	-9.32	eV
maximum force	0.1031	Eh/bohr
ΔE to the lowest compared entry with this formula, charge and spin	205.5	kJ/mol